(1)
Formula: C32H36N10O9RuS2
Source: OMol25
Level of theory: the ωB97M-V functional and the def2-TZVPD basis

The geometry in XYZ format:
```
90
C32H36N10O9RuS2 | OMol25 | the ωB97M-V functional and the def2-TZVPD basis
Ru 0.4923 0.1933 0.3570
O 0.9426 4.3160 -0.5300
C 0.5289 3.2008 -0.2962
O 1.2133 2.2347 0.2199
C -0.9275 2.8776 -0.5543
C -1.7459 3.8272 -1.1963
C -3.0603 3.5302 -1.3841
C -3.5789 2.3065 -0.8998
C -4.9465 1.9589 -1.0164
C -5.4062 0.7871 -0.4940
C -4.5178 -0.0904 0.1686
C -3.1897 0.2042 0.2800
C -2.6938 1.4146 -0.2587
N -1.3663 1.7189 -0.1277
H -1.2950 4.7550 -1.5159
H -3.7238 4.2268 -1.8823
H -5.6211 2.6449 -1.5130
H -6.4531 0.5282 -0.5767
H -4.9117 -1.0062 0.5921
H -2.4908 -0.4561 0.7809
C 4.9553 1.7695 1.7293
N 4.9400 0.3898 1.2469
C 6.1542 -0.1603 0.6543
C 3.7349 -0.1913 1.0452
N 2.5956 0.3657 1.2701
N 3.7916 -1.4997 0.5840
C 2.7660 -2.2137 0.0150
N 3.1246 -3.4888 -0.3313
N 1.5868 -1.7356 -0.1424
H 5.9811 2.0441 1.9563
H 4.3762 1.8551 2.6479
H 4.5547 2.4631 0.9854
H 6.9623 0.5464 0.8123
H 6.0503 -0.3149 -0.4216
H 6.4559 -1.0956 1.1342
H 2.6666 1.3609 1.4605
H 4.6870 -1.9540 0.6216
H 4.0956 -3.7014 -0.4933
H 2.4870 -3.9938 -0.9244
H 0.9532 -2.3762 -0.6038
O -0.9512 -2.2114 1.5562
S -1.5467 -3.5937 1.3505
C -1.9136 -3.8010 -0.4234
C -3.3919 -3.4989 -0.6428
C -4.1104 -3.9898 0.6113
C -3.3064 -3.4478 1.7858
H -1.6634 -4.8345 -0.6672
H -1.2538 -3.1125 -0.9491
H -3.7639 -3.9760 -1.5488
H -3.5299 -2.4223 -0.7549
H -4.1264 -5.0816 0.6349
H -5.1452 -3.6504 0.6589
H -3.4800 -3.9599 2.7299
H -3.4462 -2.3740 1.9263
N 0.6748 -1.3503 3.6366
C 0.7363 -0.0206 3.6315
S -0.3704 0.8530 2.6682
N 1.6205 0.5510 4.4679
C 2.2912 1.8085 4.4242
C 3.3969 1.9140 5.2659
C 4.1585 3.0692 5.2829
C 3.8306 4.1330 4.4539
C 2.7301 4.0248 3.6192
C 1.9491 2.8752 3.6004
H 0.0053 -1.8020 3.0010
H 1.4111 -1.9004 4.0486
H 2.0544 -0.0891 5.1191
H 3.6654 1.0854 5.9127
H 5.0102 3.1344 5.9465
H 4.4224 5.0377 4.4659
H 2.4584 4.8417 2.9635
H 1.1006 2.8209 2.9397
O 0.6469 0.5657 -2.0530
C -0.3110 -0.2185 -2.2000
O -0.7766 -0.9006 -1.2292
C -0.9911 -0.3486 -3.5273
C -2.1171 -1.1508 -3.6367
C -2.7575 -1.2414 -4.8562
C -2.3218 -0.5621 -5.9764
C -1.1970 0.2274 -5.8281
C -0.5223 0.3546 -4.6293
N -0.6986 0.9671 -7.0094
O -1.3095 0.8298 -8.0452
O 0.3220 1.6036 -6.8698
N -3.9566 -2.0982 -4.9617
O -4.4883 -2.1758 -6.0435
O -4.2231 -2.7924 -3.9998
H -2.4977 -1.6830 -2.7788
H -2.8339 -0.6396 -6.9236
H 0.3490 0.9887 -4.5464
```

As for the spin multiplicity: 6. Its expectation value of S² is 8.758. The calculation puts the lowest unoccupied orbital energy (spin up / spin down) at -2.690 / -3.669 eV. The net charge is +1. For the total energy, the calculation gives -91340.654 eV. Its orbital gap (spin up / spin down) is 0.299 / 0.273 hartree.

(2)
Formula: C32H36N2O2OsS4
Source: OMol25
Level of theory: the ωB97M-V functional and the def2-TZVPD basis

The geometry in XYZ format:
```
77
C32H36N2O2OsS4 | OMol25 | the ωB97M-V functional and the def2-TZVPD basis
Os -0.1032 0.0705 0.3258
C 0.7764 -1.4694 2.7400
N 0.3025 -0.0804 2.4371
C -0.9540 0.1926 3.1751
C -1.6431 1.3968 2.5876
N -2.0435 1.1677 1.1686
C -2.2258 2.4444 0.4390
C -3.2236 0.3126 1.0910
C -4.4933 0.8303 1.3024
C -5.6118 0.0108 1.2474
C -5.4701 -1.3505 1.0027
C -4.2077 -1.8756 0.8016
C -3.0878 -1.0367 0.8179
S -1.5530 -1.7285 0.4348
C 1.3398 0.8757 2.8920
C 1.9341 0.7522 4.1407
C 2.8862 1.6704 4.5558
C 3.2329 2.7396 3.7391
C 2.6348 2.8746 2.5013
C 1.7048 1.9271 2.0676
S 1.0189 2.0692 0.4702
H 0.8442 -1.6396 3.8137
H 1.7539 -1.6150 2.2887
H 0.0835 -2.1925 2.3289
H -0.7380 0.3841 4.2263
H -1.5983 -0.6843 3.1142
H -0.9758 2.2589 2.6104
H -2.5146 1.6297 3.2028
H -2.9832 3.0757 0.9037
H -2.5154 2.2306 -0.5874
H -1.2871 2.9865 0.4295
H -4.6190 1.8845 1.5173
H -6.5937 0.4374 1.4058
H -6.3364 -1.9990 0.9722
H -4.0616 -2.9337 0.6179
H 1.6657 -0.0567 4.8071
H 3.3561 1.5418 5.5221
H 3.9590 3.4699 4.0723
H 2.8842 3.7008 1.8467
O 1.5140 -1.2109 -0.4912
S 2.9469 -1.6553 -0.7742
C 3.1695 -1.6267 -2.5902
C 2.2765 -0.6522 -3.3532
C 0.9329 -1.2743 -3.7365
C -0.0334 -0.2361 -4.3056
S -1.1369 0.4867 -3.0531
O -0.3470 0.3875 -1.7541
C -2.3927 -0.7750 -3.0534
C -2.1896 -2.0549 -2.5488
C -3.2354 -2.9648 -2.5891
C -4.4572 -2.6054 -3.1477
C -4.6470 -1.3290 -3.6593
C -3.6133 -0.4044 -3.6075
C 4.0246 -0.2974 -0.3513
C 3.7138 1.0146 -0.6867
C 4.5685 2.0347 -0.2970
C 5.7143 1.7409 0.4355
C 6.0194 0.4268 0.7601
C 5.1807 -0.6026 0.3560
H 2.9946 -2.6529 -2.9191
H 4.2292 -1.4022 -2.7156
H 2.8009 -0.3383 -4.2576
H 2.0957 0.2407 -2.7590
H 0.5044 -1.7476 -2.8564
H 1.0936 -2.0502 -4.4869
H -0.7116 -0.6434 -5.0552
H 0.5032 0.6028 -4.7530
H -1.2353 -2.3455 -2.1398
H -3.0873 -3.9638 -2.1969
H -5.2631 -3.3273 -3.1900
H -5.5934 -1.0556 -4.1065
H -3.7493 0.5980 -4.0004
H 2.8176 1.2443 -1.2383
H 4.3409 3.0572 -0.5746
H 6.3730 2.5407 0.7502
H 6.9140 0.2012 1.3257
H 5.4275 -1.6323 0.5906
```

The calculation puts the lowest unoccupied orbital energy (spin up / spin down) at -7.989 / -7.965 eV. The net charge is +2. For the total energy, the calculation gives -86637.187 eV. Its orbital gap (spin up / spin down) is 0.179 / 0.181 hartree.

(3)
Formula: C32H36N2O4
Source: OMol25
Level of theory: the ωB97M-V functional and the def2-TZVPD basis

The geometry in XYZ format:
```
74
C32H36N2O4 | OMol25 | the ωB97M-V functional and the def2-TZVPD basis
C -0.2552 -5.1482 -2.5276
N 0.5516 -6.2767 -1.9681
O -0.0225 -7.3644 -1.8194
O 1.7192 -6.1337 -1.7566
H -1.3450 -5.1612 -2.5182
H 0.2177 -4.9893 -3.4967
H -0.0373 -4.2528 -1.9454
C -0.4632 -1.0102 0.2370
N -1.6477 -0.1394 -0.1225
O -2.6709 -0.6552 -0.4044
O -1.5244 1.0371 0.0202
H -0.4160 -1.9201 -0.3612
H -0.6260 -1.4457 1.2228
H 0.4189 -0.4124 0.0075
C 4.5989 0.1203 -2.9778
C 3.9394 1.1379 -3.5819
C 2.8880 1.7550 -2.9773
C 2.5752 1.3587 -1.5986
C 3.3216 0.4031 -0.9377
C 4.3203 -0.2405 -1.6631
H 5.4562 -0.4103 -3.3650
H 4.1493 1.4588 -4.5915
H 2.2697 2.5038 -3.4500
H 1.7296 1.8393 -1.1293
H 3.0926 0.0521 0.0577
H 4.9389 -1.0333 -1.2689
C -1.7390 1.8790 4.6938
C -0.9730 0.8792 4.1235
C 0.3727 0.7337 4.5023
C 0.8742 1.5403 5.5161
C 0.0718 2.4730 6.1020
C -1.2396 2.6290 5.7372
H -2.7443 2.1479 4.4048
H -1.3351 0.3502 3.2544
H 1.0475 -0.0205 4.1252
H 1.8682 1.3466 5.8914
H 0.4139 3.1332 6.8854
H -1.9180 3.4006 6.0701
C -1.3335 1.4738 -3.4294
C -1.0342 2.5281 -4.3070
C -1.8549 2.8593 -5.3390
C -3.0453 2.1768 -5.4991
C -3.4768 1.2094 -4.6017
C -2.6603 0.9653 -3.5003
H -0.6634 1.1776 -2.6360
H -0.0701 3.0147 -4.3193
H -1.5444 3.6570 -5.9974
H -3.6639 2.3351 -6.3701
H -4.4057 0.7289 -4.8714
H -3.0203 0.1292 -2.9192
C -2.1282 -6.2364 0.8127
C -2.8259 -5.1035 1.2782
C -2.2054 -4.1077 2.0850
C -0.8510 -4.2256 2.3602
C -0.1689 -5.3840 1.9104
C -0.7596 -6.3639 1.1318
H -2.5933 -7.0906 0.3433
H -3.8832 -5.0139 1.0773
H -2.7914 -3.2574 2.4010
H -0.4602 -3.4670 3.0221
H 0.8682 -5.6015 2.1193
H -0.2656 -7.2754 0.8294
C 1.9453 5.0920 2.3253
C 2.0744 5.5187 1.0279
C 1.1643 5.0158 0.0181
C 0.1433 4.1405 0.3668
C 0.0732 3.7279 1.6530
C 0.9847 4.1985 2.6527
H 2.7384 5.4599 2.9593
H 2.8536 6.2547 0.8956
H 1.3808 5.2686 -1.0094
H -0.6385 3.8602 -0.3236
H -0.7198 3.0156 1.8265
H 0.9591 3.7546 3.6369
```

As for the spin multiplicity: 2. Its expectation value of S² is 0.767. The calculation puts the lowest unoccupied orbital energy (spin up / spin down) at -4.290 / -8.233 eV. The net charge is +1. For the total energy, the calculation gives -44921.681 eV. Its orbital gap (spin up / spin down) is 0.248 / 0.103 hartree.

Among the records above, which one has the lowest total energy?
C32H36N10O9RuS2

Among the records above, which one has the highest net charge?
C32H36N2O2OsS4